[1]
Below is a molecular structure, C41H64GeI2NO5PTi, with properties calculated with wB97M-V/def2-TZVPD.

The spin multiplicity is 4. The HOMO-LUMO gap (alpha / beta) is 7.21 / 4.22 eV. The largest force on an atom is 0.61 eV Å⁻¹. Its relative energy (zero: lowest compared OMol25 entry of this formula, charge and spin) is 25.08 kJ/mol. As for the LUMO energy (alpha / beta): -2.57 / -5.57 eV. The total charge is +1.

Geometry (Å):
Ti 0.521 0.155 0.433
C -1.367 -0.129 3.531
C -1.851 -0.982 2.371
C -2.208 -2.377 2.865
C -3.033 -0.344 1.668
O -0.761 -1.072 1.393
Ge -0.164 -2.798 0.693
O -1.074 -2.553 -0.858
C -1.217 -3.600 -1.846
C -0.518 -4.895 -1.432
C -2.704 -3.877 -2.016
C -0.607 -3.092 -3.147
O 1.455 -1.500 0.128
C 2.772 -2.099 0.404
C 2.893 -2.373 1.898
C 2.881 -3.383 -0.403
C 3.844 -1.123 -0.040
H -2.113 -0.126 4.326
H -0.438 -0.536 3.938
H -1.203 0.902 3.218
H -3.005 -2.291 3.605
H -2.587 -3.009 2.057
H -1.359 -2.868 3.343
H -3.859 -0.196 2.367
H -2.739 0.627 1.269
H -3.373 -0.977 0.846
H -0.903 -5.276 -0.483
H -0.696 -5.661 -2.188
H 0.563 -4.761 -1.352
H -3.127 -4.244 -1.078
H -3.234 -2.973 -2.306
H -2.869 -4.635 -2.786
H 0.433 -2.799 -2.981
H -0.631 -3.867 -3.917
H -1.164 -2.231 -3.517
H 2.232 -3.180 2.215
H 3.916 -2.672 2.132
H 2.656 -1.477 2.472
H 2.160 -4.128 -0.068
H 2.731 -3.182 -1.466
H 3.875 -3.813 -0.271
H 3.792 -0.197 0.535
H 4.828 -1.566 0.123
H 3.743 -0.896 -1.101
I 2.271 1.757 -1.278
I 2.236 3.751 -3.658
C -3.397 -0.343 -2.261
C -3.558 1.163 -2.042
C -3.997 1.793 -3.367
C -4.656 1.375 -0.994
P -1.892 1.775 -1.382
C -0.942 1.770 -2.955
C -0.805 2.814 -3.859
C -0.063 2.649 -5.038
C 0.514 1.412 -5.350
C 0.372 0.361 -4.468
C -0.328 0.551 -3.277
C -2.076 3.561 -0.832
C -3.007 4.467 -1.642
C -2.593 3.511 0.615
C -0.672 4.181 -0.795
H -4.375 -0.776 -2.493
H -2.991 -0.845 -1.380
H -2.742 -0.558 -3.106
H -4.926 1.311 -3.686
H -3.261 1.634 -4.159
H -4.193 2.860 -3.287
H -5.561 0.866 -1.336
H -4.906 2.427 -0.863
H -4.389 0.957 -0.022
H -1.269 3.773 -3.677
H -0.012 3.464 -5.753
H 1.064 1.295 -6.275
H 0.812 -0.604 -4.684
H -0.405 -0.278 -2.582
H -4.046 4.147 -1.588
H -2.736 4.544 -2.695
H -2.957 5.475 -1.219
H -3.600 3.099 0.685
H -2.629 4.532 1.006
H -1.929 2.926 1.252
H -0.217 4.258 -1.781
H -0.002 3.610 -0.153
H -0.748 5.195 -0.389
C 7.501 -0.892 5.323
C 6.166 -0.301 5.688
C 5.726 -0.338 7.005
C 4.498 0.197 7.359
C 3.694 0.771 6.393
C 4.129 0.833 5.073
N 3.289 1.373 4.062
C 2.471 2.457 4.169
C 2.682 3.433 5.160
C 1.869 4.537 5.250
C 0.802 4.736 4.365
C 0.589 3.809 3.382
C 1.405 2.670 3.260
C 1.108 1.753 2.189
O 0.063 1.881 1.455
O 1.850 0.749 1.891
C 5.368 0.301 4.705
C 5.862 0.364 3.282
H 7.979 -1.339 6.193
H 8.177 -0.134 4.920
H 7.399 -1.666 4.559
H 6.354 -0.797 7.759
H 4.159 0.151 8.386
H 2.717 1.158 6.655
H 3.123 0.788 3.256
H 3.512 3.315 5.843
H 2.071 5.274 6.018
H 0.171 5.609 4.454
H -0.216 3.931 2.668
H 5.209 0.956 2.644
H 5.951 -0.636 2.848
H 6.856 0.814 3.238

Mulliken atomic charge list, values in e, 99 entries: atom 1 (Ti): 0.96, atom 2 (C): -1.76, atom 3 (C): 1.30, atom 4 (C): -2.05, atom 5 (C): -1.07, atom 6 (O): 0.64, atom 7 (Ge): -0.62, atom 8 (O): 0.61, atom 9 (C): 1.62, atom 10 (C): -2.00, atom 11 (C): -1.63, atom 12 (C): -1.13, atom 13 (O): -0.03, atom 14 (C): 1.90, atom 15 (C): -1.56, atom 16 (C): -1.69, atom 17 (C): -1.60, atom 18 (H): 0.57, atom 19 (H): 0.42, atom 20 (H): 0.13, atom 21 (H): 0.49, atom 22 (H): 0.50, atom 23 (H): 0.45, atom 24 (H): 0.58, atom 25 (H): -0.32, atom 26 (H): 0.30, atom 27 (H): 0.44, atom 28 (H): 0.50, atom 29 (H): 0.38, atom 30 (H): 0.37, atom 31 (H): 0.19, atom 32 (H): 0.43, atom 33 (H): 0.10, atom 34 (H): 0.53, atom 35 (H): 0.10, atom 36 (H): 0.29, atom 37 (H): 0.59, atom 38 (H): 0.16, atom 39 (H): 0.35, atom 40 (H): 0.32, atom 41 (H): 0.54, atom 42 (H): 0.06, atom 43 (H): 0.52, atom 44 (H): 0.29, atom 45 (I): 0.07, atom 46 (I): 0.14, atom 47 (C): -2.39, atom 48 (C): 2.49, atom 49 (C): -1.72, atom 50 (C): -1.98, atom 51 (P): 0.70, atom 52 (C): 0.95, atom 53 (C): -0.37, atom 54 (C): -1.55, atom 55 (C): -0.61, atom 56 (C): -1.24, atom 57 (C): -0.25, atom 58 (C): 2.01, atom 59 (C): -1.83, atom 60 (C): -1.62, atom 61 (C): -1.09, atom 62 (H): 0.70, atom 63 (H): -0.01, atom 64 (H): 0.43, atom 65 (H): 0.52, atom 66 (H): 0.26, atom 67 (H): 0.29, atom 68 (H): 0.58, atom 69 (H): 0.42, atom 70 (H): 0.20, atom 71 (H): 0.17, atom 72 (H): 0.61, atom 73 (H): 0.42, atom 74 (H): 0.52, atom 75 (H): 0.34, atom 76 (H): 0.39, atom 77 (H): 0.22, atom 78 (H): 0.57, atom 79 (H): 0.28, atom 80 (H): 0.61, atom 81 (H): -0.15, atom 82 (H): 0.08, atom 83 (H): -0.16, atom 84 (H): 0.58, atom 85 (C): -1.46, atom 86 (C): 1.26, atom 87 (C): -0.90, atom 88 (C): -0.97, atom 89 (C): -0.46, atom 90 (C): 0.02, atom 91 (N): 0.36, atom 92 (C): 0.50, atom 93 (C): -0.60, atom 94 (C): -0.73, atom 95 (C): -1.01, atom 96 (C): -0.78, atom 97 (C): 0.22, atom 98 (C): 1.53, atom 99 (O): 0.22

=====

[2]
Below is a molecular structure, C41H64N2OPbSSi, with properties calculated with wB97M-V/def2-TZVPD.

The HOMO-LUMO gap (alpha / beta) is 4.29 / 4.29 eV. The largest force on an atom is 3.92 eV Å⁻¹. Its relative energy (zero: lowest compared OMol25 entry of this formula, charge and spin) is 0.00 kJ/mol. As for the LUMO energy (alpha / beta): -7.99 / -7.99 eV. The total charge is +2.

Geometry (Å):
Pb 0.081 -0.320 -0.069
C 1.521 -2.357 5.251
C 2.148 -1.548 4.088
C 2.216 -2.387 2.792
C 1.631 -0.105 3.989
C 2.159 0.809 4.923
C 1.828 2.149 4.898
C 0.895 2.585 3.971
C 0.216 1.688 3.129
C -0.811 2.288 2.146
C -0.118 3.156 1.092
C -1.893 3.060 2.910
C 0.603 0.319 3.130
N -0.098 -0.606 2.264
C -0.896 -1.488 2.827
C -1.494 -2.655 2.292
C -2.072 -3.523 3.285
C -2.709 -4.693 2.948
C -2.771 -5.076 1.599
C -2.255 -4.296 0.611
C -1.628 -3.038 0.874
N -1.160 -2.266 -0.118
C -1.441 -2.501 -1.517
C -0.445 -3.115 -2.324
C -0.653 -3.195 -3.699
C -1.822 -2.743 -4.283
C -2.817 -2.197 -3.490
C -2.654 -2.079 -2.094
C -3.817 -1.476 -1.278
C -4.659 -2.451 -0.407
C -3.505 -0.157 -0.531
C 0.836 -3.744 -1.749
C 1.928 -2.800 -1.187
C 0.645 -4.939 -0.789
H 2.131 -3.288 5.396
H 0.472 -2.659 5.048
H 1.537 -1.761 6.189
H 3.202 -1.422 4.392
H 1.290 -2.961 2.592
H 3.031 -3.138 2.922
H 2.463 -1.745 1.917
H 2.840 0.426 5.696
H 2.306 2.868 5.570
H 0.659 3.652 3.918
H -1.297 1.418 1.690
H 0.073 4.191 1.431
H -0.828 3.282 0.082
H 0.803 2.700 0.663
H -1.467 3.973 3.385
H -2.346 2.418 3.690
H -2.676 3.373 2.198
H -1.101 -1.372 3.915
H -2.000 -3.245 4.344
H -3.150 -5.314 3.725
H -3.243 -6.030 1.348
H -2.342 -4.598 -0.446
H 0.123 -3.635 -4.336
H -1.949 -2.795 -5.366
H -3.763 -1.870 -3.954
H -4.533 -1.169 -2.070
H -4.308 -2.525 0.650
H -4.665 -3.475 -0.854
H -5.703 -2.068 -0.372
H -2.910 -0.305 0.384
H -4.469 0.317 -0.283
H -2.982 0.526 -1.242
H 1.303 -4.179 -2.653
H 1.768 -2.515 -0.132
H 2.003 -1.886 -1.809
H 2.902 -3.333 -1.243
H 0.417 -4.625 0.254
H 1.575 -5.540 -0.797
H -0.172 -5.596 -1.162
C 3.910 -0.566 -4.185
C 4.962 0.105 -3.309
C 4.644 -0.004 -1.821
S 3.172 0.999 -1.396
O 2.483 0.331 -0.157
C 3.956 2.488 -0.690
C 3.880 3.674 -1.642
C 2.475 3.930 -2.218
H 4.158 -0.509 -5.263
H 2.910 -0.111 -4.049
H 3.843 -1.643 -3.922
H 5.080 1.174 -3.598
H 5.937 -0.397 -3.481
H 5.510 0.325 -1.198
H 4.362 -1.037 -1.545
H 5.010 2.265 -0.421
H 3.394 2.707 0.231
H 4.602 3.574 -2.480
H 4.184 4.581 -1.073
H 2.151 3.127 -2.922
H 2.461 4.913 -2.757
H 1.734 3.996 -1.394
C -1.521 5.943 -1.183
Si -2.215 4.323 -1.826
C -4.084 4.244 -1.547
C -1.853 4.118 -3.660
C -1.436 2.921 -0.943
H -1.924 6.867 -1.667
H -0.404 5.965 -1.278
H -1.738 6.015 -0.093
H -4.632 5.171 -1.805
H -4.270 4.031 -0.461
H -4.519 3.394 -2.124
H -2.303 4.875 -4.351
H -2.247 3.119 -3.957
H -0.751 4.107 -3.815
H -0.697 2.373 -1.601
H -2.208 2.217 -0.563

Mulliken atomic charge list, values in e, 99 entries: atom 1 (Pb): 1.09, atom 2 (C): -1.14, atom 3 (C): 0.13, atom 4 (C): -1.03, atom 5 (C): 0.30, atom 6 (C): -0.90, atom 7 (C): -1.32, atom 8 (C): -0.53, atom 9 (C): 0.18, atom 10 (C): 2.24, atom 11 (C): 0.07, atom 12 (C): -1.53, atom 13 (C): -0.44, atom 14 (N): 0.68, atom 15 (C): -0.51, atom 16 (C): 0.30, atom 17 (C): -1.12, atom 18 (C): -1.14, atom 19 (C): -0.73, atom 20 (C): -0.22, atom 21 (C): 0.37, atom 22 (N): 1.26, atom 23 (C): -0.71, atom 24 (C): 0.52, atom 25 (C): -1.32, atom 26 (C): -1.29, atom 27 (C): -1.32, atom 28 (C): 0.47, atom 29 (C): 0.84, atom 30 (C): -1.58, atom 31 (C): -1.08, atom 32 (C): 0.90, atom 33 (C): -0.74, atom 34 (C): -1.41, atom 35 (H): 0.38, atom 36 (H): 0.14, atom 37 (H): 0.40, atom 38 (H): 0.74, atom 39 (H): 0.17, atom 40 (H): 0.51, atom 41 (H): -0.21, atom 42 (H): 0.50, atom 43 (H): 0.42, atom 44 (H): 0.37, atom 45 (H): -0.71, atom 46 (H): 0.61, atom 47 (H): -1.07, atom 48 (H): -0.26, atom 49 (H): 0.36, atom 50 (H): 0.39, atom 51 (H): 0.39, atom 52 (H): 0.63, atom 53 (H): 0.38, atom 54 (H): 0.42, atom 55 (H): 0.47, atom 56 (H): 0.63, atom 57 (H): 0.44, atom 58 (H): 0.43, atom 59 (H): 0.45, atom 60 (H): 0.83, atom 61 (H): 0.23, atom 62 (H): 0.33, atom 63 (H): 0.50, atom 64 (H): -0.03, atom 65 (H): 0.52, atom 66 (H): 0.26, atom 67 (H): 0.75, atom 68 (H): -0.53, atom 69 (H): 0.03, atom 70 (H): 0.65, atom 71 (H): 0.11, atom 72 (H): 0.52, atom 73 (H): 0.34, atom 74 (C): -0.95, atom 75 (C): -0.43, atom 76 (C): -0.74, atom 77 (S): 0.64, atom 78 (O): -0.91, atom 79 (C): -0.76, atom 80 (C): -0.74, atom 81 (C): -0.59, atom 82 (H): 0.41, atom 83 (H): 0.20, atom 84 (H): 0.24, atom 85 (H): 0.18, atom 86 (H): 0.39, atom 87 (H): 0.55, atom 88 (H): 0.33, atom 89 (H): 0.54, atom 90 (H): 0.37, atom 91 (H): 0.26, atom 92 (H): 0.39, atom 93 (H): 0.28, atom 94 (H): 0.45, atom 95 (H): -0.12, atom 96 (C): -0.96, atom 97 (Si): -0.10, atom 98 (C): -1.03, atom 99 (C): -0.94

=====

Number 2 is which compound? C41H64N2OPbSSi

=====

relative energy (zero: lowest compared OMol25 entry of this formula, charge and spin) of number 1 (C41H64GeI2NO5PTi)? 25.08 kJ/mol